Record 1
This record from OMol25 describes the molecule C2H5ClN2. The level of theory is ωB97M-V/def2-TZVPD.

Geometry as ORCA input:
```
! wB97M-V def2-TZVPD RIJCOSX def2/J DEFGRID3
* xyz 0 1
Cl 0.46351 0.09009 1.95850
N -0.34385 0.64774 -2.05245
N -0.24739 -0.77002 -1.79761
C -0.25618 0.37311 0.19719
C -0.25146 -0.86791 -0.50903
H 0.46152 1.28507 -1.62639
H -0.47484 1.11371 -3.04764
H 0.75326 0.89361 0.05485
H -0.18223 -1.86081 0.04943
H -1.25277 0.86173 0.09678
*
```

Properties
**E_HOMO**: -9.312 eV
**Strongest force on any atom**: 4.29 eV/A
**M**: 92.5 g/mol
**Orbital gap**: 10.0581 eV
**Energy relative to the best compared isomer or geometry (same formula, charge and spin)**: 71.5 kcal/mol

Here are the Mulliken charges for atoms 1 to 2, given in e: -0.271, -0.428

Record 2
This record from OMol25 describes a structure of composition C56H47Cl3N6O2P2S2Sn. The level of theory is ωB97M-V/def2-TZVPD.

Geometry as ORCA input:
```
! wB97M-V def2-TZVPD RIJCOSX def2/J DEFGRID3
* xyz 2 1
Sn 0.43457 -0.36640 -1.40687
Cl -4.44986 -2.66748 -3.13132
Cl -3.17864 -5.25238 -2.87496
Cl -2.82271 -3.70230 -5.29115
S -0.62297 -0.18034 2.07415
S 2.35301 0.23164 -3.35429
P -1.78369 1.53189 2.31626
P 2.26372 -0.31265 1.91096
O 0.91366 1.69998 3.57465
O -0.39145 1.17907 -2.40256
N 1.26141 -1.57815 -4.94876
N -1.93089 -0.35864 -0.64525
N 0.93977 0.55911 -5.63716
N -0.91994 -2.49413 -2.51087
N -2.32437 -1.35873 0.22951
N -2.09611 -2.34143 2.28529
C 3.00445 -3.09790 2.12339
C 4.51459 -1.03346 -1.40303
C -3.03908 -3.63883 -3.54126
C 4.66356 0.83139 5.06308
C 3.64306 -0.25619 0.71861
C 3.55725 -1.08880 -0.40220
C 4.17490 0.20358 3.92656
C 4.67026 0.68303 0.77296
C -3.88581 0.44966 3.67826
C 1.87104 2.81890 -5.19189
C -1.29053 2.32231 3.84268
C -1.56230 1.71218 -2.71986
C 2.87638 -4.35780 2.70107
C -0.21040 2.52164 -6.37124
C -1.49463 2.74343 1.04325
C 5.55635 -0.11749 -1.31897
C -1.84745 -2.99362 -2.95754
C -1.97390 3.87871 5.54760
C 0.15770 3.99924 -0.16388
C 1.80009 3.25339 5.87698
C 1.97902 -4.57073 3.73457
C 0.35348 3.16668 5.39155
C -2.28782 3.07567 4.46432
C -1.57777 2.86221 -3.52384
C -2.79614 1.15852 -2.32221
C -3.99667 2.81138 -3.62736
C 0.88044 1.98984 -5.69614
C -2.76962 3.39768 -3.96338
C 0.01387 2.39348 4.29619
C 2.38121 4.61178 5.43572
C 5.62145 0.74883 -0.23869
C -2.90192 0.09474 -1.35697
C 2.16919 1.46984 4.09324
C 1.85787 3.14844 7.41050
C 0.64286 4.73520 -6.00129
C -5.15716 -0.08331 3.79239
C -2.47770 3.67092 0.69490
C 3.88910 1.80127 5.68791
C -2.13084 4.75741 -0.09343
C 1.46984 -0.25878 -4.73423
C 2.23457 -2.03148 2.57603
C -0.81914 4.92075 -0.51842
C -3.99623 1.70284 -2.81602
C -1.80963 -1.36934 1.38171
C 1.22310 -3.50597 4.21237
C -6.03052 -0.04006 2.71118
C -0.32729 3.89256 -6.52653
C 1.35274 -2.25120 3.63898
C 2.62183 2.13602 5.22244
C -0.65706 3.91429 5.99479
C -3.49163 1.03665 2.47380
C 1.73687 4.19260 -5.34102
C -0.17502 2.91201 0.62661
C -5.63954 0.54541 1.51576
C -4.36548 1.07865 1.38865
C 2.92258 0.53303 3.41140
H -2.73779 4.47367 6.02997
H -1.17552 4.29953 -7.06158
H 5.63622 0.57069 5.45952
H 2.73834 -1.79245 -0.48872
H -6.32799 0.58967 0.68079
H 6.30765 -0.07483 -2.09709
H 2.35818 4.71008 4.34828
H 1.80877 5.43594 5.86845
H -3.89585 -0.30817 -1.16102
H 0.59279 2.21050 0.94124
H 2.74580 2.40805 -4.71224
H 3.72763 -2.95929 1.33108
H 4.44834 -1.70156 -2.25211
H -3.20397 0.41281 4.51965
H -4.92378 3.22012 -4.00468
H 4.76272 -0.56121 3.43254
H 6.41852 1.47941 -0.17743
H -4.93415 1.23510 -2.53075
H -0.55276 5.78169 -1.11849
H -3.30610 3.03599 4.10190
H -4.05862 1.52470 0.45307
H 3.41738 4.70213 5.76560
H -7.01966 -0.47025 2.80282
H -2.75169 4.28193 -4.59045
H 0.55987 5.80664 -6.12697
H 0.78574 -1.41543 4.05067
H 1.45530 2.19338 7.75183
H -3.49338 3.57155 1.04960
H 1.87701 -5.55372 4.17584
H 0.54454 -3.65257 5.04316
H 4.73704 1.37006 1.60807
H -5.46849 -0.53171 4.72633
H 1.85249 -2.20789 -4.43232
H 4.28790 2.30802 6.55635
H 2.51428 4.84115 -4.95811
H 1.29462 3.94975 7.88557
H -2.61706 -3.13966 1.95627
H 2.87976 3.23974 7.77153
H 0.94240 -1.90838 -5.84686
H 0.39817 0.11537 -6.36491
H -2.88645 5.48227 -0.36688
H -1.50233 -2.46326 3.08806
H -0.40809 4.55992 6.82600
H 3.49271 -5.17318 2.34276
H -0.62233 3.29036 -3.81042
H -0.96946 1.86236 -6.78136
H 1.17866 4.12920 -0.49838
*
```

Properties
**E_HOMO**: -11.857 eV
**Strongest force on any atom**: 1.14 eV/A
**M**: 1187.2 g/mol
**Orbital gap**: 7.1685 eV
**Energy relative to the best compared isomer or geometry (same formula, charge and spin)**: 34.8 kcal/mol

Here are the Mulliken charges for atoms 1 to 2, given in e: 0.960, -0.073

Record 3
This record from OMol25 describes the molecule C3H2ClFN2S. The level of theory is ωB97M-V/def2-TZVPD.

Geometry as ORCA input:
```
! wB97M-V def2-TZVPD RIJCOSX def2/J DEFGRID3
* xyz 0 1
Cl 2.03405 -2.08889 0.04038
S -1.42670 2.73985 0.03800
F 2.41831 1.30595 0.08674
N -0.34686 -1.04134 -0.21250
N -1.26105 0.01163 -0.05369
C 1.30118 0.60871 0.03568
C -0.89227 1.25857 -0.00993
C 1.00175 -0.65924 -0.03013
H -2.22403 -0.27140 -0.22365
H -0.60438 -1.86385 0.32910
*
```

Properties
**E_HOMO**: -8.512 eV
**Strongest force on any atom**: 3.57 eV/A
**M**: 152.6 g/mol
**Orbital gap**: 8.3252 eV
**Energy relative to the best compared isomer or geometry (same formula, charge and spin)**: 100.5 kcal/mol

Here are the Mulliken charges for atoms 1 to 2, given in e: -0.198, -0.294